Record 1
Below is a cluster of 2 separate species, C3H8NO4 in total at a distorted geometry, with properties calculated with ωB97M-V with the def2-TZVPD basis set.

Each line ends with the natural charge from an NBO analysis.
Element x y z (Å)
O: 0.9265 1.1690 1.3369  -0.746
C: 0.5870 0.1887 0.6698  0.753
O: 0.5223 -1.0172 1.0281  -0.826
C: 0.2382 0.4504 -0.8169  -0.199
C: -0.9354 1.3205 -1.1966  -0.063
O: -0.7209 1.9155 -2.4776  -0.742
N: 0.1815 -0.7505 -1.6869  -0.866
H: 1.0733 1.0059 -1.2386  0.192
H: -1.0405 2.1010 -0.4451  0.191
H: -1.8866 0.8029 -1.2192  0.144
H: -0.3962 1.1767 -3.0169  0.471
H: -0.6717 -1.2568 -1.4986  0.346
H: 0.9094 -1.3910 -1.3820  0.370
H: 0.0654 -3.0998 3.0548  0.449
H: -0.3524 -1.8104 2.4061  0.516
O: -0.7347 -2.5987 2.8652  -0.992

The value obtained for the HOMO energy is -4.6 eV. Its orbital gap is 8.51 eV. The charge is -1. The calculation puts the energy relative to the best compared isomer or geometry (same formula, charge and spin) at 9.1 kcal per mole.

Record 2
Below is a structure of composition C3H8NO6STl at a distorted geometry, with properties calculated with ωB97M-V with the def2-TZVPD basis set.

Each line ends with the natural charge from an NBO analysis.
Element x y z (Å)
Tl: -2.9988 -1.3681 1.5306  0.986
N: -0.4958 -4.4746 2.1022  0.703
O: 0.1753 -4.0654 1.1875  -0.122
O: -0.2207 -5.4853 2.6915  -0.209
O: -1.5768 -3.8854 2.2454  -0.366
O: 1.0187 -1.3136 -1.9226  -0.847
S: 0.3856 -0.3017 -1.0743  2.308
O: -0.5118 -0.6631 0.0128  -1.019
O: 1.5404 0.7576 -0.4255  -0.666
C: 1.0603 1.5191 0.6642  -0.097
C: 0.5325 2.8485 0.0880  -0.659
C: -0.4643 0.8834 -2.1646  -0.865
H: 2.0474 1.7068 1.0866  0.218
H: 0.3492 1.0303 1.3301  0.197
H: -0.5488 2.7116 0.0906  0.194
H: 0.9096 3.0673 -0.9110  0.231
H: 0.9128 3.7700 0.5287  0.246
H: 0.2109 1.4669 -2.7905  0.277
H: -1.1264 1.5227 -1.5806  0.241
H: -1.1994 0.2731 -2.6892  0.250

The value obtained for the HOMO energy (alpha / beta) is -14.0 / -14.0 eV. Its orbital gap (alpha / beta) is 9.14 / 6.26 eV. The multiplicity is 2. The charge is +1.

Record 3
Below is a cluster of 2 separate species, C3H8NOP in total at a distorted geometry, with properties calculated with ωB97M-V with the def2-TZVPD basis set.

Each line ends with the natural charge from an NBO analysis.
Element x y z (Å)
C: 2.9243 1.1847 -0.2109  -0.631
C: 1.4490 0.6859 -0.2130  0.099
O: 0.5207 1.7271 -0.0283  -0.680
C: 1.0154 -0.5422 -0.3031  0.321
N: 0.7632 -1.7243 -0.4260  -0.598
H: 3.7260 0.6311 -0.7489  0.238
H: 3.2264 1.3110 0.8384  0.224
H: 2.7553 2.2641 -0.5675  0.196
H: 0.9102 2.5185 -0.3670  0.469
H: 0.6244 -2.0147 -1.3846  0.363
P: -3.4144 -0.7722 -0.1733  -0.002
H: -2.7091 -2.0190 -0.3526  0.003
H: -4.1813 -1.3322 0.8453  -0.009
H: -2.2000 -0.5507 0.4752  0.008

The value obtained for the HOMO energy is -8.2 eV. Its orbital gap is 8.96 eV. The calculation puts the energy relative to the best compared isomer or geometry (same formula, charge and spin) at 74.7 kcal per mole.

Record 4
Below is the molecule C3H8NOP at a distorted geometry, with properties calculated with ωB97M-V with the def2-TZVPD basis set.

Each line ends with the natural charge from an NBO analysis.
Element x y z (Å)
C: 1.1186 -1.2806 -0.3932  -0.642
C: -0.0727 -1.5253 0.5304  -0.486
C: -0.9484 -0.2739 0.6394  0.201
N: -0.8993 0.9388 0.2779  -0.772
P: 0.2769 1.8901 -0.6771  1.031
O: 0.0159 3.3636 -0.1031  -0.998
H: 0.8247 -1.2285 -1.4728  0.218
H: 1.9690 -2.0345 -0.3973  0.221
H: 1.6876 -0.4157 -0.0637  0.229
H: -0.8646 -2.3298 0.2852  0.225
H: 0.2475 -1.7648 1.5505  0.234
H: -1.8807 -0.6161 1.1362  0.148
H: -0.6423 1.9920 -1.7837  -0.109
H: -0.8321 3.2847 0.4712  0.499

The value obtained for the HOMO energy is -8.3 eV. Its orbital gap is 9.14 eV. The calculation puts the energy relative to the best compared isomer or geometry (same formula, charge and spin) at 20.9 kcal per mole.

Record 5
Below is the molecule C3H8NOP at a distorted geometry, with properties calculated with ωB97M-V with the def2-TZVPD basis set.

Each line ends with the natural charge from an NBO analysis.
Element x y z (Å)
C: 2.2901 1.0486 -0.0731  -0.485
C: 2.0545 -0.1587 0.4231  0.151
O: 1.1951 -1.1412 0.0936  -0.784
P: -0.2861 -1.0151 -0.3516  1.655
N: -1.2147 -0.2747 0.6524  -1.073
C: -2.5227 0.3212 0.2473  -0.432
H: 1.6438 1.7430 -0.5804  0.221
H: 3.2644 1.3488 0.2978  0.220
H: 2.7971 -0.7558 0.8738  0.182
H: -0.3378 -0.2526 -1.5451  -0.134
H: -0.2797 -2.3918 -0.8047  -0.099
H: -2.3367 1.0999 -0.4578  0.186
H: -3.3443 -0.5388 0.1139  0.193
H: -2.9231 0.9672 1.1106  0.198

The value obtained for the HOMO energy is -8.7 eV. Its orbital gap is 9.64 eV. The calculation puts the energy relative to the best compared isomer or geometry (same formula, charge and spin) at 66.3 kcal per mole.

Record 6
Below is the molecule C3H8NOP at a distorted geometry, with properties calculated with ωB97M-V with the def2-TZVPD basis set.

Each line ends with the natural charge from an NBO analysis.
Element x y z (Å)
C: 1.2572 -1.5339 -0.3192  -0.668
C: 0.3564 -0.4357 0.1388  0.248
C: 0.8647 0.9643 0.1898  -0.689
O: -0.7032 -0.7878 0.9756  -0.759
P: -1.7606 -0.5594 -0.3538  0.934
N: -2.1702 1.0672 -0.0541  -1.190
H: 0.6959 -2.4518 -0.4714  0.227
H: 2.0200 -1.7186 0.4382  0.212
H: 1.7576 -1.2546 -1.2457  0.221
H: 1.6820 1.0778 -0.5185  0.215
H: 1.2184 1.2119 1.1934  0.215
H: 0.0659 1.6680 -0.0567  0.251
H: -2.7224 1.5017 -0.7789  0.389
H: -2.5618 1.2507 0.8625  0.393

The value obtained for the HOMO energy is -7.4 eV. Its orbital gap is 8.24 eV. The calculation puts the energy relative to the best compared isomer or geometry (same formula, charge and spin) at 21.5 kcal per mole.

Record 7
Below is a cluster of 2 separate species, C3H8NOP in total at a distorted geometry, with properties calculated with ωB97M-V with the def2-TZVPD basis set.

Each line ends with the natural charge from an NBO analysis.
Element x y z (Å)
C: 0.7408 0.4450 -1.1024  -0.036
C: 1.8125 1.0843 0.8919  -0.430
C: -1.8361 -1.5796 -0.0419  -0.868
N: 0.8033 0.4108 0.1603  -0.425
O: -1.9243 1.1065 -0.1703  -0.907
P: -1.6382 0.1555 0.8987  1.062
H: 1.3784 0.9833 -1.7366  0.150
H: -0.0432 -0.2405 -1.5542  0.175
H: 1.5499 1.6789 1.7027  0.213
H: 2.3925 0.2774 1.4687  0.204
H: 2.3863 1.5846 0.2079  0.174
H: -1.2987 -2.3679 0.5355  0.230
H: -2.9064 -1.8794 -0.1694  0.234
H: -1.4167 -1.6590 -1.0908  0.222

The value obtained for the HOMO energy (alpha / beta) is -5.9 / -9.7 eV. Its orbital gap (alpha / beta) is 6.87 / 7.62 eV. The multiplicity is 3. The calculation puts the energy relative to the best compared isomer or geometry (same formula, charge and spin) at 30.9 kcal per mole.

Record 8
Below is a cluster of 2 separate species, C3H8NOS in total at a distorted geometry, with properties calculated with ωB97M-V with the def2-TZVPD basis set.

Each line ends with the natural charge from an NBO analysis.
Element x y z (Å)
C: 0.9939 1.1266 -0.6221  -0.219
C: 1.0774 -0.4397 -0.4609  -0.543
S: -0.2263 -1.3864 -1.3031  -0.533
N: -0.2129 1.6932 0.0082  -0.863
H: 0.9808 1.4246 -1.6896  0.173
H: 1.9122 1.5671 -0.1650  0.153
H: 1.1229 -0.6415 0.6015  0.176
H: 2.0607 -0.7203 -0.9390  0.179
H: -0.1953 1.3918 0.9857  0.365
H: -1.0226 1.3088 -0.4375  0.367
O: -1.5524 -0.2576 1.5817  -0.691
C: -1.5840 -1.3074 0.9166  0.213
H: -2.4660 -1.6015 0.3164  0.114
H: -0.8884 -2.1578 1.2068  0.110

The value obtained for the HOMO energy is -3.1 eV. Its orbital gap is 7.09 eV. The charge is -1. The calculation puts the energy relative to the best compared isomer or geometry (same formula, charge and spin) at 29.4 kcal per mole.